39
Properties=species:S:1:pos:R:3:nbo_charge:R:1 method="wB97M-V/def2-TZVPD" s2=2.003 total_charge=-4 fmax_ha_per_bohr=0.071 mol_weight_g_mol=775.1 spin_multiplicity=3 homo_ev="2.3 / 2.2" energy_ev=-127395.3942
Pt -0.9237 -1.3097 -0.1925 1.5400
N -2.4760 -0.1033 -3.0094 0.7246
O -1.8144 -0.0741 -1.9425 -0.5512
O -2.0827 0.6112 -3.9785 -0.5753
O -3.5145 -0.7715 -3.1267 -0.5154
N -3.0513 -2.4107 2.2360 0.7240
O -2.6527 -2.1987 1.0644 -0.5614
O -4.2466 -2.7621 2.4334 -0.5772
O -2.2731 -2.3079 3.1988 -0.5106
N -1.3707 -3.7572 -2.6215 0.7296
O -0.9531 -2.9970 -1.6859 -0.5967
O -2.5446 -4.1667 -2.6017 -0.5216
O -0.5980 -4.0184 -3.5538 -0.5466
N 0.8702 -3.1774 2.1172 0.7326
O 1.2222 -2.4571 3.0662 -0.5350
O 0.3527 -2.7012 1.0875 -0.5520
O 1.0595 -4.4210 2.1801 -0.5751
As -1.9850 2.2411 1.3107 2.8311
F -1.3322 2.8108 -0.2030 -0.6162
F -2.4005 3.9235 1.6848 -0.6595
F -2.7445 1.7788 2.8507 -0.6306
F -1.5331 0.5793 0.8881 -0.6293
F -0.4921 2.5181 2.1824 -0.6348
F -3.5346 1.9333 0.4896 -0.6250
C 2.0469 0.2191 -0.3147 0.3082
O 2.0214 1.5987 -0.7489 -0.5479
O 1.0190 -0.4196 -0.8907 -0.8563
C 3.4166 -0.4356 -0.4980 0.9313
F 3.4229 -1.7237 -0.1380 -0.3165
F 3.8921 -0.3761 -1.7760 -0.3537
F 4.4052 0.1374 0.2742 -0.3785
C 2.3477 2.5296 0.2651 -0.0785
C 2.4643 3.8444 -0.4930 -0.6272
H 3.2052 3.7299 -1.2837 0.1896
H 1.4803 4.0755 -0.9144 0.2261
H 2.5818 4.7765 0.0738 0.1704
H 3.2908 2.3647 0.7990 0.1406
H 1.5408 2.6102 0.9983 0.1980
H 1.8837 0.3068 0.7728 0.1258

10
Properties=species:S:1:pos:R:3:nbo_charge:R:1 method="wB97M-V/def2-TZVPD" de_lowest_kj_mol=64.8 fmax_ha_per_bohr=0.044 mol_weight_g_mol=123.0 homo_ev=-9.5 energy_ev=-29255.9875
C 0.3523 1.5510 -0.5513 -0.2116
C -0.3477 0.4534 -0.8364 -0.2553
C -0.6460 -0.5982 0.2230 -0.2527
C 0.0985 -1.5590 0.7457 -0.1729
H 0.3950 2.5753 -1.0704 0.2386
H -0.8686 0.4223 -1.7919 0.2321
H -1.6558 -0.5668 0.6531 0.2251
H -0.2254 -2.3288 1.5413 0.2438
Cl 1.1149 1.6730 0.9608 0.0062
Cl 1.7829 -1.6221 0.1262 -0.0532

30
Properties=species:S:1:pos:R:3:nbo_charge:R:1 method="wB97M-V/def2-TZVPD" de_lowest_kj_mol=108.4 total_charge=+1 fmax_ha_per_bohr=0.098 mol_weight_g_mol=290.2 homo_ev=-11.7 energy_ev=-21264.6946 smiles="C[N+]1(C)C[C@@H]2[C@H](C1)[C@H]1C=C(I)[C@@H]2C1"
I -3.5474 -3.6185 -0.8762 0.1339
C -1.8108 -2.1255 1.2409 -0.2654
C -1.7292 -2.5217 -0.0170 -0.0167
C 0.3599 -2.2245 0.4871 -0.3994
C -0.5123 -1.4377 1.4890 -0.2533
C -0.5288 -1.8972 -0.6351 -0.3047
C -0.6457 -0.0416 0.7475 -0.2154
C -0.7542 -0.3543 -0.7324 -0.2493
C 2.2023 1.9679 -0.3255 -0.4289
C -0.0378 2.6792 -0.6124 -0.4091
C 0.6151 0.8772 0.8815 -0.2422
C 0.3573 0.4133 -1.4004 -0.2245
N 0.8201 1.4703 -0.4208 -0.2225
H -2.6116 -2.2439 1.9694 0.2528
H 0.3422 -3.2139 0.8859 0.2531
H 1.3369 -1.9057 0.3042 0.1946
H -0.1620 -1.5336 2.5421 0.2472
H -0.2849 -2.3566 -1.6327 0.2417
H -1.5262 0.5370 1.0971 0.2352
H -1.6880 -0.1059 -1.2340 0.2465
H 2.5696 2.5061 -1.2499 0.2446
H 2.9577 1.2294 -0.0171 0.2465
H 2.2366 2.8152 0.4018 0.2424
H 0.2236 3.3260 -1.4422 0.2520
H -0.0985 3.2574 0.2935 0.2342
H -1.0329 2.2402 -0.6844 0.2268
H 1.4174 0.1997 1.1852 0.2372
H 0.4635 1.5484 1.6828 0.2452
H 1.1646 -0.3152 -1.6005 0.2422
H -0.0965 0.8285 -2.3272 0.2555

67
Properties=species:S:1:pos:R:3:nbo_charge:R:1 method="wB97M-V/def2-TZVPD" de_lowest_kj_mol=0.0 s2=2.018 total_charge=+1 fmax_ha_per_bohr=0.002 mol_weight_g_mol=538.7 spin_multiplicity=3 homo_ev="-10.2 / -11.1" energy_ev=-52555.7075
Mo -0.1138 -0.1973 0.4752 0.9556
C -1.6085 -3.4885 1.0762 -0.6487
C -0.3481 -2.6853 0.8963 -0.0208
C 0.2864 -2.1578 2.0434 0.1417
C -0.3022 -2.4098 3.4012 -0.6720
C 1.5079 -1.4479 1.9319 -0.0111
C 2.1724 -0.9595 3.1886 -0.6461
C 2.1188 -1.3144 0.6616 0.0075
C 3.4048 -0.5584 0.4687 -0.6542
C 1.5301 -1.9306 -0.4712 0.0536
C 2.2706 -1.9133 -1.7777 -0.6569
C 0.2623 -2.5424 -0.3772 0.0040
C -0.4188 -3.0559 -1.6198 -0.6559
H -2.4125 -2.8919 1.5061 0.2507
H -1.4085 -4.3131 1.7628 0.2430
H -1.9662 -3.9133 0.1459 0.2379
H 0.1242 -3.3326 3.8063 0.2437
H -1.3806 -2.5238 3.3616 0.2443
H -0.0819 -1.6041 4.0944 0.2434
H 1.5552 -0.2248 3.7054 0.2449
H 3.1422 -0.5141 3.0039 0.2374
H 2.3190 -1.8006 3.8681 0.2444
H 4.2526 -1.2462 0.4298 0.2481
H 3.5882 0.1542 1.2651 0.2381
H 3.3779 -0.0035 -0.4679 0.2448
H 2.1102 -0.9763 -2.3146 0.2569
H 1.9573 -2.7310 -2.4198 0.2392
H 3.3397 -2.0164 -1.6057 0.2414
H -0.1588 -4.1014 -1.8019 0.2494
H -0.1272 -2.4771 -2.4926 0.2411
H -1.4999 -2.9885 -1.5324 0.2395
N -4.2022 -0.7343 2.0482 -0.7918
C -3.1216 -0.3821 1.3082 0.2860
S -1.7625 0.3405 2.1506 -0.0169
N -3.1419 -0.6012 0.0362 -0.4063
N -1.9623 -0.2159 -0.6021 -0.3036
C -2.1163 -0.0170 -1.8662 0.1737
C -1.1191 0.4240 -2.7986 -0.1838
C -1.4827 0.5285 -4.1523 -0.1374
C -0.5992 1.0020 -5.0923 -0.2507
C 0.6751 1.4019 -4.6824 -0.1387
C 1.0550 1.3155 -3.3596 -0.2781
C 0.1690 0.8152 -2.3983 0.3562
O 0.5761 0.7337 -1.1381 -0.6923
H -4.2811 -0.3643 2.9795 0.4089
H -5.0604 -0.9134 1.5507 0.4120
H -3.1219 -0.1818 -2.2453 0.2226
H -2.4839 0.2339 -4.4437 0.2203
H -0.8896 1.0770 -6.1303 0.2322
H 1.3754 1.7903 -5.4104 0.2289
H 2.0373 1.6351 -3.0352 0.2299
C -0.2018 4.2486 2.3363 -1.1186
Si 0.1009 3.2070 0.8124 1.6779
C 1.4405 3.9442 -0.2651 -1.1163
C -1.4815 3.1645 -0.1919 -1.1265
C 0.7325 1.5242 1.4263 -1.0817
H -0.5419 5.2513 2.0695 0.2448
H 0.7043 4.3513 2.9371 0.2386
H -0.9712 3.7914 2.9641 0.2388
H 1.1545 4.9297 -0.6383 0.2452
H 1.6236 3.3002 -1.1285 0.2321
H 2.3805 4.0532 0.2806 0.2369
H -1.7796 4.2006 -0.3764 0.2501
H -2.3049 2.6748 0.3303 0.2389
H -1.3483 2.6924 -1.1662 0.2275
H 0.6610 1.4863 2.5169 0.2288
H 1.7951 1.4579 1.1626 0.2275